DFT (ωB97M-V/def2-TZVPD) results for C14H18N4O2W as an isolated structure at a distorted geometry.

Computed properties:
Expectation value of S² = 2.008
Net charge = +4
2S+1 = 3
Total energy = -978.8332 Eh
HOMO-LUMO gap (alpha / beta) = 3.916 / 1.651 eV

Last column: Löwdin spin population.
Element x y z (Å)
1 N 2.198 1.701 3.517  0.49
2 C 2.702 0.649 3.614  0.26
3 C 3.573 -0.512 3.880  0.09
4 H 3.653 -1.270 3.097  0.00
5 H 3.308 -1.048 4.784  0.04
6 H 4.584 -0.163 4.082  0.02
7 N -1.290 1.311 0.338  0.01
8 C -2.073 2.188 0.476  0.00
9 C -2.852 3.421 0.616  0.00
10 H -3.390 3.512 1.569  0.00
11 H -3.634 3.542 -0.145  0.00
12 H -2.228 4.320 0.538  0.00
13 N -0.461 0.937 -4.416  0.02
14 C -0.045 -0.130 -4.610  0.01
15 C 0.568 -1.382 -5.111  0.00
16 H 1.002 -1.197 -6.094  0.00
17 H -0.131 -2.196 -5.269  0.00
18 H 1.368 -1.809 -4.503  0.00
19 W -0.530 -0.800 0.248  0.71
20 C 0.470 3.217 -2.330  0.01
21 O -0.186 4.016 -2.846  0.00
22 C 1.581 3.548 1.003  0.05
23 O 1.327 4.438 1.665  0.01
24 C -0.969 -1.945 1.998  0.02
25 C -0.182 -2.674 1.085  0.05
26 C -0.632 -2.794 -0.267  0.05
27 C -1.849 -2.157 -0.637  0.02
28 C -2.516 -1.250 0.237  0.05
29 C -2.054 -1.146 1.584  0.05
30 H -0.709 -1.935 3.075  0.00
31 H 0.648 -3.330 1.397  0.00
32 H -0.140 -3.528 -0.935  0.00
33 H -2.305 -2.337 -1.626  0.00
34 H -3.220 -0.568 -0.243  0.00
35 H -2.367 -0.356 2.278  0.00
36 N 1.460 -0.607 -0.424  0.01
37 H 1.411 -0.149 -1.334  0.00
38 H 1.943 -1.505 -0.517  0.00
39 H 1.967 -0.011 0.230  0.00

DFT (ωB97M-V/def2-TZVPD) results for one molecule with the formula C14H18O at a distorted geometry.

Computed properties:
SMILES = C=C=CC[C@H]1C=CC=C/C1=C(\C)OCC
Total energy = -619.3106 Eh
HOMO-LUMO gap = 8.148 eV

Last column: natural (NBO) charge in e.
Element x y z (Å)
1 C 0.009 3.777 -1.334  -0.48
2 C 0.015 3.073 -0.296  0.07
3 C -0.253 2.398 0.758  -0.26
4 C -1.438 1.475 0.992  -0.40
5 C -0.828 -0.005 1.009  -0.29
6 C -1.922 -0.910 1.450  -0.14
7 C -2.794 -1.464 0.586  -0.26
8 C -2.456 -1.424 -0.866  -0.21
9 C -1.379 -0.758 -1.374  -0.23
10 C -0.358 -0.252 -0.438  -0.07
11 C 0.954 -0.103 -0.755  0.33
12 C 1.559 -0.236 -2.099  -0.69
13 O 1.803 0.127 0.315  -0.53
14 C 2.558 -0.913 0.665  -0.04
15 C 1.812 -2.078 1.404  -0.64
16 H 0.347 3.356 -2.366  0.21
17 H -0.460 4.764 -1.557  0.23
18 H 0.503 2.304 1.541  0.23
19 H -1.894 1.541 1.982  0.21
20 H -2.353 1.489 0.372  0.23
21 H 0.036 -0.095 1.597  0.24
22 H -2.113 -1.063 2.491  0.21
23 H -3.713 -2.017 0.958  0.22
24 H -2.929 -2.256 -1.516  0.21
25 H -0.944 -1.140 -2.342  0.21
26 H 1.387 -1.312 -2.435  0.22
27 H 0.988 0.310 -2.775  0.23
28 H 2.589 0.090 -2.096  0.24
29 H 3.134 -1.297 -0.177  0.16
30 H 3.387 -0.565 1.443  0.17
31 H 2.389 -2.782 1.877  0.21
32 H 1.292 -1.544 2.240  0.20
33 H 1.072 -2.492 0.746  0.21

DFT (ωB97M-V/def2-TZVPD) results for one molecule with the formula C14H18O5 at a distorted geometry.

Computed properties:
SMILES = C/C=C/C=C/C(=O)O[C@@H]1C=C2CO[C@H](O)[C@]2(O)CC1
Total energy = -920.3116 Eh
HOMO-LUMO gap = 9.232 eV

Last column: natural (NBO) charge in e.
Element x y z (Å)
1 C -4.538 -4.750 -2.044  -0.65
2 C -3.788 -3.867 -1.012  -0.13
3 C -4.004 -2.518 -0.817  -0.25
4 C -3.151 -1.753 0.169  -0.15
5 C -2.935 -0.421 -0.078  -0.29
6 C -2.127 0.399 0.789  0.74
7 O -2.558 0.338 1.906  -0.58
8 O -1.217 1.235 0.305  -0.51
9 C -0.047 1.512 1.081  0.04
10 C 0.778 2.535 0.356  -0.17
11 C 2.219 2.522 0.402  -0.01
12 C 3.200 3.528 0.084  -0.14
13 O 4.317 2.834 -0.540  -0.54
14 C 4.158 1.360 -0.483  0.36
15 O 3.864 1.037 -1.774  -0.71
16 C 2.991 1.157 0.441  0.16
17 O 3.568 1.125 1.769  -0.74
18 C 2.059 -0.033 0.475  -0.40
19 C 0.742 0.180 1.364  -0.41
20 H -4.684 -5.745 -1.619  0.21
21 H -5.545 -4.316 -2.171  0.22
22 H -3.909 -4.858 -2.915  0.22
23 H -2.971 -4.355 -0.569  0.18
24 H -4.844 -2.075 -1.369  0.21
25 H -2.830 -2.203 1.111  0.23
26 H -3.037 0.090 -1.073  0.22
27 H -0.236 2.071 2.017  0.22
28 H 0.275 3.467 0.039  0.21
29 H 3.396 4.159 0.982  0.19
30 H 2.868 4.210 -0.630  0.21
31 H 5.006 0.936 -0.030  0.19
32 H 3.386 1.799 -2.200  0.49
33 H 4.120 1.941 1.955  0.47
34 H 1.699 -0.194 -0.581  0.22
35 H 2.465 -0.957 0.943  0.24
36 H 1.196 0.289 2.462  0.23
37 H 0.114 -0.681 1.255  0.22